Record 1
Molecular formula: C27H39F3N8O7PS2Ti
Method: DFT, ωB97M-V/def2-TZVPD

Computed properties:
Largest force on an atom = 1.8 eV/A
HOMO-LUMO gap (spin up / spin down) = 0.280 / 0.278 Ha
LUMO energy (spin up / spin down) = 0.0003 / -0.0018 Eh

ORCA input file:
```
! wB97M-V def2-TZVPD RIJCOSX def2/J DEFGRID3
* xyz 0 2
H 1.39 -0.19 1.27
C -3.31 -0.46 -3.41
C -1.50 1.02 1.30
O 1.44 -2.46 0.78
C -0.31 3.93 -2.20
H 0.04 -3.27 3.95
H -4.14 -0.14 -6.50
C 2.38 -0.86 3.98
F -4.19 -2.52 2.97
O -2.54 -1.77 0.97
H -1.34 -0.21 -6.16
H 4.30 0.04 3.78
C -2.60 0.58 3.52
H -3.33 1.34 3.27
H -3.48 1.44 -6.09
C 2.45 1.82 -1.59
H 2.67 4.28 -0.77
C 2.47 -1.42 -1.12
N 3.64 -0.55 1.84
H 4.27 -1.69 3.43
S 0.12 -1.91 -1.91
C -2.94 -0.13 -4.71
Ti -0.16 -1.62 1.03
H -1.52 -1.46 5.97
H 3.37 1.50 2.22
H 4.47 -0.87 1.37
H -4.32 -0.28 -3.08
H 2.85 -1.89 -2.02
H 2.59 -0.99 5.06
H -2.70 -1.31 -1.53
H 1.83 0.08 3.88
N 0.01 2.74 -2.99
N 1.56 -1.95 3.45
H 1.20 1.47 1.71
H -1.36 0.11 -0.48
S -2.39 -3.23 1.18
H -1.23 1.37 -2.01
C -1.64 -0.43 -5.14
H -1.03 1.94 1.61
H -1.33 3.84 -1.81
P 0.89 1.29 -0.66
O 3.44 -3.23 0.10
C -3.44 -3.59 2.67
H -4.84 0.78 -5.17
C -0.68 -1.28 4.02
H 3.25 2.01 -0.88
H -0.61 3.07 0.15
C 3.22 0.78 1.40
H 1.63 1.98 -4.07
C -2.40 -1.03 -2.53
N 2.35 3.04 -2.42
H 3.87 1.10 0.60
O -1.01 -3.45 1.69
C -0.72 -0.99 -4.28
C 3.73 -0.76 3.27
N 0.61 4.13 -1.09
C 1.37 2.87 -3.49
H 2.12 -2.76 3.25
H 1.00 3.34 0.80
C -1.60 -0.96 5.01
O -2.90 -4.10 0.17
N -0.72 0.34 0.26
H 0.61 -2.33 5.33
H 0.28 -1.22 -4.61
C 1.97 4.19 -1.61
C 0.44 3.06 -0.10
O -0.66 -2.43 -0.76
H 0.15 0.69 -2.90
H -0.27 4.80 -2.85
N -0.71 -0.71 2.81
C -0.16 1.49 -2.23
F -4.23 -4.61 2.40
C -2.58 -0.04 4.74
F -2.70 -3.89 3.74
H 1.42 3.74 -4.14
C -1.64 0.24 2.58
O 0.84 -2.90 -2.67
H 2.07 5.09 -2.23
C -1.10 -1.26 -2.97
H 2.79 1.00 -2.24
C -3.90 0.52 -5.67
C 0.41 -2.29 4.25
H -3.33 0.20 5.49
N 1.14 -0.80 -1.33
H 3.17 -0.64 -0.83
H -2.50 1.29 0.95
C 1.72 0.81 1.02
C 2.51 -2.48 -0.01
*
```

Just the Löwdin charges please, in e? Sure, here they are: 0.01, -0.02, -0.19, -0.18, -0.19, 0.13, 0.09, -0.20, 0.14, -0.33, 0.12, 0.11, -0.01, 0.13, 0.08, -0.23, 0.13, -0.15, -0.06, 0.12, 0.69, -0.25, 1.00, 0.12, 0.12, 0.12, 0.12, 0.12, 0.12, 0.11, 0.12, -0.12, -0.06, 0.07, 0.03, 0.59, 0.09, -0.02, 0.10, 0.13, 0.91, 0.10, -0.65, 0.07, -0.23, 0.07, 0.07, -0.22, 0.13, -0.04, -0.14, 0.09, -0.34, -0.06, -0.20, -0.14, -0.19, 0.13, 0.09, -0.01, -0.22, -0.19, 0.12, 0.13, -0.19, -0.23, -0.41, 0.05, 0.12, 0.05, -0.24, 0.15, -0.03, 0.13, 0.12, -0.25, -0.25, 0.12, -0.31, 0.09, -0.04, -0.15, 0.12, -0.27, 0.10, 0.14, -0.22, -0.57

Record 2
Molecular formula: C35H80F6N8O13S6
Method: DFT, ωB97M-V/def2-TZVPD

Computed properties:
Largest force on an atom = 10.0 eV/A
HOMO-LUMO gap = 0.323 Ha
LUMO energy = -0.1603 Eh

ORCA input file:
```
! wB97M-V def2-TZVPD RIJCOSX def2/J DEFGRID3
* xyz 2 1
H -1.82 0.48 -3.63
C 1.89 1.82 -6.55
N -0.52 0.92 -6.71
H -1.50 -1.78 -5.24
H 4.82 6.18 1.68
H -1.03 -5.94 1.75
H 2.30 1.66 1.84
N 1.41 -4.25 2.63
C 3.37 1.36 -6.51
C 3.35 -3.14 1.82
H -1.04 -0.39 -1.02
F 4.39 2.41 -0.57
C -3.57 -0.10 2.24
C -4.94 -1.48 0.81
O 0.19 -0.40 1.20
F -0.24 -4.79 -1.52
H -0.93 2.01 2.05
H 1.42 -2.45 1.56
C -5.75 -0.87 2.00
N -4.80 -0.42 3.15
H 1.69 2.24 -5.56
H 3.99 2.24 -6.34
H 4.01 -3.37 2.66
C -0.18 -4.15 2.62
H -4.42 1.28 4.17
H -6.12 0.46 4.59
O -1.40 -2.98 -0.61
O -2.40 -5.23 -0.74
H -0.32 1.48 -8.87
F -0.12 3.63 -0.98
H 4.16 -5.15 1.07
H -2.91 -2.00 1.35
C -1.33 -0.42 -6.90
C -1.11 1.50 -5.40
O 4.06 2.85 -2.93
H -0.68 -1.10 -7.44
H 1.42 -4.05 4.80
H 0.99 -0.14 -5.97
H -0.62 -3.62 3.47
H -2.09 -0.21 -7.65
H -2.99 -0.72 0.21
O 4.19 -0.88 -4.21
H -2.47 -4.62 4.17
H 4.20 4.65 1.16
H -0.55 -3.62 1.74
C 2.62 6.15 1.62
C -4.50 -1.58 4.08
H -2.10 1.80 -5.74
H -1.93 3.30 1.39
H 3.67 1.01 -7.50
H -6.46 -1.62 2.32
C -2.39 -5.29 3.32
H -2.44 -2.08 6.93
O 1.57 -1.93 -3.59
C -1.51 2.89 2.31
S -1.71 -4.12 -1.40
H 2.38 3.60 3.36
H -0.60 1.25 -1.36
C 2.54 4.66 3.56
S 4.43 -1.29 -2.82
H -3.36 -0.19 5.54
C -0.39 3.87 2.88
H 1.71 2.66 -7.22
H 4.39 5.94 3.90
H 0.36 6.14 4.29
H -5.39 -1.89 4.62
H 0.00 5.21 1.25
H -0.96 4.64 3.40
H 2.64 -0.08 -0.55
H -0.41 -6.27 3.14
C 3.28 -4.51 1.04
H -1.94 1.81 -8.08
H 2.65 7.23 1.81
H 0.50 0.01 -1.97
C -0.85 1.81 -7.98
O -2.99 -1.49 -2.58
H 1.99 -2.30 3.27
H -0.42 2.27 -5.07
O 5.45 -2.23 -2.53
H -4.16 -2.41 3.45
C -5.33 0.74 3.90
C 0.56 4.57 1.92
C -0.18 0.27 -1.16
O 1.40 5.33 -1.86
S 3.58 3.35 -1.66
C 4.01 5.47 1.85
C 2.03 -2.88 2.35
H 1.21 0.05 -7.64
H 2.22 4.69 4.61
O -4.32 -3.55 -2.04
C 1.98 -5.06 1.46
H -3.10 -3.18 5.79
C 0.99 0.63 -6.75
C 1.77 -4.74 4.02
H -2.39 -1.31 4.65
H 2.55 -0.08 2.02
H 2.19 -6.04 1.90
H 2.08 1.32 -0.47
H 4.67 4.26 3.45
H -5.35 -1.12 -0.14
H -3.73 0.89 1.84
H -5.77 1.43 3.18
H 2.86 -4.71 3.99
H -4.22 -2.26 6.77
C 0.58 0.13 0.17
H 0.34 7.15 2.66
H 1.40 -5.76 4.04
H -6.21 0.07 1.69
H 2.13 5.97 0.66
H -2.80 -6.22 3.71
H 1.58 7.28 3.92
H -2.93 -0.83 -5.49
N -1.98 -3.81 -3.07
C -1.18 0.23 -4.48
C -1.00 -5.46 2.73
H 3.63 0.66 -5.72
H -3.10 -4.91 2.60
H -5.06 -2.56 0.84
C 0.87 6.61 3.44
C -3.27 -2.20 6.24
S 2.41 -2.40 -2.49
N 1.62 5.51 2.63
S 1.22 3.85 -1.89
H 1.12 -5.13 0.80
C -1.84 -0.77 -5.48
C 4.02 5.12 3.28
H -2.65 0.06 2.81
F 1.32 -2.51 -1.32
H 3.82 0.89 1.31
N 2.07 0.47 0.08
H 3.17 -4.35 -0.04
S -3.16 -2.94 -2.75
N 3.14 -1.32 -1.77
H 1.19 3.95 1.28
C -3.51 -1.12 1.08
O 3.12 -3.68 -2.48
H -0.53 2.81 -7.70
H 3.76 -2.26 1.32
C 2.74 0.78 1.38
N 2.01 2.87 -1.08
H -2.31 2.72 3.03
H 0.14 3.35 3.68
O 0.77 3.30 -3.18
O 4.10 4.62 -1.32
F 5.17 0.03 -2.19
H -0.15 -0.02 -4.21
C -3.38 -1.17 5.09
F -3.79 -2.89 -4.23
*
```

Löwdin population analysis, charges in e, atoms 1 to 99: 0.10, -0.21, -0.24, 0.11, 0.13, 0.11, 0.08, -0.21, -0.06, -0.14, 0.07, -0.22, -0.08, -0.12, 0.09, -0.20, 0.05, 0.11, -0.06, -0.25, 0.09, 0.08, 0.11, -0.08, 0.10, 0.13, -0.32, -0.28, 0.11, -0.24, 0.14, 0.10, -0.07, -0.05, -0.22, 0.13, 0.11, 0.12, 0.11, 0.12, 0.11, -0.26, 0.05, 0.10, 0.11, -0.03, -0.09, 0.14, 0.08, 0.08, 0.14, -0.07, 0.08, -0.28, -0.06, 0.57, 0.10, 0.08, -0.07, 0.59, 0.11, -0.20, 0.11, 0.13, 0.10, 0.14, 0.13, 0.10, 0.09, 0.10, -0.10, 0.09, 0.13, 0.08, 0.04, -0.32, 0.14, 0.10, -0.24, 0.13, 0.02, -0.11, 0.05, -0.27, 0.61, -0.15, -0.16, 0.14, 0.12, -0.30, -0.08, 0.05, -0.13, 0.05, 0.09, 0.07, 0.14, 0.04, 0.12

Record 3
Molecular formula: C33H26BrIrN9O6
Method: DFT, ωB97M-V/def2-TZVPD

Computed properties:
Largest force on an atom = 0.5 eV/A
HOMO-LUMO gap = 0.236 Ha
LUMO energy = -0.1494 Eh

ORCA input file:
```
! wB97M-V def2-TZVPD RIJCOSX def2/J DEFGRID3
* xyz 1 1
Br -5.29 1.72 -1.89
H 3.81 0.01 -7.34
C -3.26 -0.25 -1.78
H -2.14 -2.11 -3.67
N 1.15 -1.96 -2.76
C -2.66 1.89 -0.84
H -2.90 2.92 -0.61
H 1.75 -1.75 3.21
H -3.98 -0.88 -2.27
C -0.97 2.74 3.83
C 1.19 -1.36 2.36
O 0.87 -4.08 -3.64
O -1.55 -1.99 -1.68
N 3.27 -2.80 -0.57
H 1.27 0.15 -1.68
N 0.43 -0.20 5.19
N -0.45 -2.67 0.96
C 1.24 3.08 1.36
C -1.94 -3.24 2.50
N -0.92 -2.51 3.08
N -0.68 3.64 0.25
C -1.37 0.35 3.98
C -0.60 1.47 4.28
C 2.36 3.27 2.17
C -2.88 1.67 2.76
C -0.03 -2.18 2.12
C -2.11 2.82 3.06
H -0.04 6.23 1.18
H 1.03 1.01 0.82
C -1.39 1.43 -0.51
C 2.00 -2.33 -4.92
C 1.73 5.62 2.26
N -0.70 -0.68 4.59
C 2.58 4.56 2.61
O 3.36 -1.71 -1.02
C -1.06 0.11 -0.82
C 1.29 -2.97 -3.77
C 1.69 -0.85 -3.21
O 0.19 -0.41 -0.57
H 0.91 -0.33 2.60
N 0.69 1.95 0.79
H 3.08 0.89 -5.12
H -2.43 3.77 2.67
C 3.30 -0.64 -6.64
H -2.17 -3.84 0.40
H -3.12 -3.06 -2.50
C 2.25 -1.01 -4.56
C -0.89 -2.09 4.48
H 3.39 -2.31 -7.97
O 1.73 0.26 -2.57
H 1.95 6.62 2.62
H -3.77 1.79 2.15
C -2.11 -2.74 -2.77
C -3.57 1.07 -1.47
H 2.21 -3.87 -6.41
N 0.49 1.06 5.03
H -1.46 -3.59 -2.93
Ir 0.38 -2.35 -0.88
H -2.77 -3.62 3.08
C -2.00 -0.69 -1.45
C -1.64 -3.34 1.19
H -3.13 -0.45 2.97
C -2.53 0.42 3.21
C 2.89 -0.13 -5.40
C 2.40 -2.84 -6.14
C 0.37 4.12 1.00
H -1.84 -2.40 4.92
C -0.46 2.35 0.16
C 0.62 5.42 1.45
H -0.07 -2.56 5.02
C 3.06 -1.96 -7.00
H -0.36 3.60 4.05
H 3.43 4.76 3.24
H 3.01 2.46 2.45
H 1.82 -1.37 1.49
O 2.01 -3.14 -0.19
*
```

Just the Löwdin charges please, in e? Sure, here they are: 0.79, 0.12, -0.04, 0.12, 0.01, -0.06, 0.12, 0.10, 0.11, 0.00, 0.03, 0.13, -0.28, -0.10, 0.10, 0.06, -0.07, -0.20, -0.03, 0.00, 0.19, -0.18, -0.22, -0.02, -0.07, -0.28, -0.07, 0.11, 0.12, -0.06, -0.08, -0.08, -0.08, -0.08, 0.00, -0.22, -0.37, -0.31, -0.26, 0.07, 0.19, 0.13, 0.11, -0.03, 0.12, 0.11, -0.08, -0.05, 0.12, 0.19, 0.10, 0.11, 0.00, -0.67, 0.13, 0.09, 0.08, 1.50, 0.13, -0.20, -0.08, 0.11, 0.00, 0.03, 0.03, -0.24, 0.14, -0.27, -0.01, 0.15, -0.03, 0.12, 0.11, 0.11, 0.06, -0.33

Record 4
Molecular formula: C5H21N2O5
Method: DFT, ωB97M-V/def2-TZVPD

Computed properties:
Largest force on an atom = 12.6 eV/A
HOMO-LUMO gap = 0.357 Ha
LUMO energy = -0.1017 Eh

ORCA input file:
```
! wB97M-V def2-TZVPD RIJCOSX def2/J DEFGRID3
* xyz 1 1
H 1.79 -3.82 0.64
H -1.35 0.94 1.09
O 0.48 2.12 1.51
H -1.65 -1.70 0.35
C -2.75 0.49 -0.46
H -3.41 1.93 -1.73
O 3.59 0.14 2.25
H -0.49 -0.71 -1.67
O 2.64 -3.43 0.90
C -2.98 2.01 -0.77
H -0.02 1.76 2.23
H -2.15 2.73 -0.84
H -3.59 2.45 -0.03
H -4.66 0.42 0.58
C 0.03 -1.19 -0.87
H 2.73 0.75 -4.06
H 3.08 -4.08 1.39
N 1.31 -0.34 -0.82
C -3.66 0.00 0.56
N -1.28 0.45 0.23
H -2.50 -0.13 -1.36
H 1.87 -0.16 -1.66
H 3.11 0.84 -2.58
O 2.43 0.72 -3.14
H 1.53 2.34 1.57
H 4.53 0.04 2.73
H 0.88 0.59 -0.67
H 2.04 -0.64 -0.14
H 2.98 0.61 2.60
C -0.84 -0.93 0.39
H -0.36 -1.15 1.33
O -3.30 -0.74 1.42
H -0.07 -2.31 -0.96
*
```

Just the natural (NBO) charges please, in e? Sure, here they are: 0.47, 0.36, -0.99, 0.23, -0.16, 0.23, -0.96, 0.21, -0.95, -0.63, 0.49, 0.25, 0.22, 0.14, -0.24, 0.51, 0.48, -0.72, 0.41, -0.64, 0.23, 0.45, 0.47, -0.96, 0.51, 0.51, 0.47, 0.45, 0.45, -0.26, 0.23, -0.50, 0.24

Record 5
Molecular formula: C27H58IInO18PS
Method: DFT, ωB97M-V/def2-TZVPD

Computed properties:
Largest force on an atom = 0.9 eV/A
HOMO-LUMO gap = 0.242 Ha
LUMO energy = 0.0763 Eh

ORCA input file:
```
! wB97M-V def2-TZVPD RIJCOSX def2/J DEFGRID3
* xyz -1 1
O -6.70 -0.80 -2.05
H -2.81 -3.17 -1.85
C -0.48 0.34 -9.16
H 0.75 -1.63 -4.56
H 6.33 1.37 3.49
H -2.94 -6.06 6.94
H -2.61 0.07 -9.00
H -0.53 1.24 1.32
H -0.30 -0.62 -9.65
C -4.89 -1.05 -4.58
H 0.68 -3.29 1.45
H -3.40 -2.86 -0.20
C -1.76 0.27 -8.35
H -9.39 -0.31 -2.21
H 7.06 -6.31 -1.23
H 4.81 0.52 3.83
O -2.20 -0.73 -1.49
H -2.41 -4.30 -0.53
O 5.60 -5.80 0.07
H 3.45 9.65 -0.46
H 3.48 -4.29 4.60
H 2.09 10.18 1.57
H -0.57 -2.52 -3.78
H 1.59 4.07 1.65
O 3.98 -5.31 1.41
O -1.05 -3.39 4.73
In 2.08 2.86 2.86
H -3.99 0.81 -4.01
H -0.59 -0.74 -3.77
H -8.58 0.30 -0.74
H 2.08 11.53 0.41
H -5.58 -1.79 -4.18
H -0.99 -3.01 1.98
H 6.88 -7.44 0.14
H 4.91 1.71 2.52
P 0.04 2.54 4.38
O -7.87 1.07 -2.54
C -2.50 -5.87 5.96
H 2.03 9.87 -1.48
C -1.00 -5.69 6.10
H -2.96 -4.98 5.54
H -0.07 1.18 4.78
H 2.33 -5.03 2.55
O -0.20 -0.76 -0.43
O -1.08 -1.69 -5.55
H 4.47 4.17 3.18
H 1.07 0.80 -0.54
C 6.88 -6.39 -0.16
C -1.01 -0.60 -6.31
C 5.25 1.47 3.52
H 0.04 3.29 5.57
C -0.78 1.51 0.30
I 6.69 3.59 5.21
C -4.69 0.09 -3.61
O 0.13 -4.38 3.08
H -5.30 -0.68 -5.52
H -2.72 -6.71 5.30
H 0.37 0.56 -8.53
H 4.02 -3.32 3.21
C 3.37 -5.31 2.72
O -1.36 -2.57 -0.47
H -1.85 1.39 0.17
C -2.58 -3.25 -0.79
H 4.43 2.15 5.44
C 5.15 -5.94 1.32
H 3.64 4.35 4.70
H -0.56 1.11 -9.92
C 0.03 -3.16 2.31
C 4.82 2.57 4.52
O 5.71 -6.54 2.20
H -0.75 -4.83 6.73
H 3.38 -6.32 3.13
H -0.52 4.93 -0.27
O 0.70 6.55 -0.24
H -0.91 6.17 -1.50
O -5.91 0.84 -3.41
H -0.55 -6.58 6.54
C -8.94 0.56 -1.73
C 2.37 9.59 -0.48
O -0.01 8.52 -1.07
C -0.32 -1.63 -4.34
H -1.95 1.21 -7.83
O -0.36 -5.54 4.82
H 0.37 -2.31 2.89
C -1.34 -1.28 -0.85
H 0.68 10.46 0.55
C -0.60 6.00 -0.47
O -1.74 -0.81 -7.41
C 0.83 7.83 -0.56
O 2.07 8.21 -0.23
H -0.52 2.56 0.16
C 0.00 0.65 -0.68
C -6.81 0.26 -2.61
H -1.32 6.44 0.21
C -0.49 -4.34 4.25
O -0.41 0.41 -6.04
S -1.61 3.01 3.35
C 1.77 10.50 0.58
H -0.25 0.88 -1.72
H 2.45 1.29 2.10
H 5.06 -4.60 3.86
C 3.90 3.62 3.94
H -4.31 -0.25 -2.65
H 7.65 -5.85 0.38
C 4.03 -4.32 3.65
H -3.93 -1.54 -4.78
H -9.67 1.36 -1.66
*
```

Löwdin population analysis, charges in e, atoms 1 to 99: 0.12, 0.09, -0.07, 0.10, 0.02, 0.08, 0.12, 0.03, 0.08, -0.05, 0.10, 0.10, -0.21, 0.10, 0.09, 0.07, 0.11, 0.09, 0.00, 0.12, 0.08, 0.08, 0.10, -0.10, 0.04, 0.13, 0.30, 0.13, 0.09, 0.10, 0.08, 0.07, 0.09, 0.09, 0.04, 0.08, 0.00, -0.07, 0.12, -0.22, 0.08, -0.12, 0.10, 0.04, 0.00, 0.02, 0.12, -0.05, -0.61, -0.21, -0.12, -0.10, 0.60, -0.20, -0.02, 0.08, 0.08, 0.07, 0.08, -0.20, -0.03, 0.08, -0.03, 0.05, -0.61, 0.02, 0.08, -0.01, -0.80, 0.12, 0.12, 0.13, 0.07, 0.00, 0.09, 0.04, 0.12, -0.05, -0.22, 0.11, -0.02, 0.12, 0.03, 0.11, -0.62, 0.07, -0.03, 0.03, -0.61, 0.04, 0.06, -0.19, -0.61, 0.10, -0.61, 0.13, -0.13, -0.07, 0.12

Record 6
Molecular formula: C2H7N3O2
Method: DFT, ωB97M-V/def2-TZVPD

Computed properties:
Largest force on an atom = 4.3 eV/A
HOMO-LUMO gap (spin up / spin down) = 0.342 / 0.221 Ha
LUMO energy (spin up / spin down) = -0.0175 / -0.0555 Eh

ORCA input file:
```
! wB97M-V def2-TZVPD RIJCOSX def2/J DEFGRID3
* xyz 0 1
O -2.19 -0.42 1.13
C -0.47 -0.57 -0.39
N 1.60 1.71 0.37
C 0.21 -1.34 0.64
H -0.30 -1.06 1.64
H 0.00 -2.41 0.53
N 0.00 -0.09 -1.55
H -0.56 0.39 -2.20
H 1.04 2.23 1.08
H 1.04 0.19 -1.50
O -2.41 0.64 -0.74
H 1.29 -1.16 0.67
H 2.50 2.01 0.27
N -1.76 -0.12 0.05
*
```

Just the natural (NBO) charges please, in e? Sure, here they are: -0.42, 0.35, -0.62, -0.71, 0.28, 0.24, -0.75, 0.43, 0.32, 0.42, -0.50, 0.23, 0.30, 0.42

Record order is preserved below.
Relative energy (zero: lowest compared OMol25 entry of this formula, charge and spin): 56.62; 85.51; 0.52; 137.14; 5.85; 170.38 kcal per mole
Record order is preserved below.
M: 787.63; 1127.46; 916.75; 189.23; 975.51; 105.10 u